C28H46B2BrCoF2O2Si | ωB97M-V/def2-TZVPD

Atoms and positions in Å:
Co1 -0.13 1.93 0.97
C1 0.93 -0.67 5.61
C2 -0.10 -0.66 4.64
C3 -0.05 0.23 3.61
C4 1.02 1.15 3.46
C5 1.10 2.06 2.36
C6 2.13 2.96 2.31
C7 3.13 2.98 3.31
C8 3.09 2.09 4.35
C9 2.03 1.15 4.45
C10 1.97 0.21 5.51
H1 0.90 -1.38 6.42
H2 -0.93 -1.35 4.73
H3 -0.86 0.25 2.88
H4 2.19 3.67 1.50
H5 3.94 3.70 3.26
H6 3.85 2.10 5.12
H7 2.76 0.21 6.25
C11 0.41 -1.81 -3.02
C12 -0.78 -2.60 -2.44
C13 -2.04 -1.93 -3.02
C14 -0.71 -4.05 -2.96
Si1 -0.82 -2.60 -0.53
Br1 -0.34 -0.45 -0.01
C15 -2.54 -2.87 0.24
C16 -2.44 -3.04 1.77
C17 -3.50 -1.69 0.01
C18 -3.17 -4.14 -0.35
C19 0.59 -3.57 0.31
C20 0.23 -5.07 0.34
C21 1.91 -3.41 -0.46
C22 0.87 -3.10 1.75
H8 0.38 -1.91 -4.11
H9 1.38 -2.17 -2.69
H10 0.35 -0.75 -2.78
H11 -1.93 -1.88 -4.10
H12 -2.17 -0.91 -2.65
H13 -2.95 -2.49 -2.81
H14 -0.78 -4.04 -4.05
H15 -1.53 -4.67 -2.58
H16 0.22 -4.53 -2.70
H17 -1.96 -2.19 2.25
H18 -1.90 -3.95 2.06
H19 -3.45 -3.13 2.17
H20 -3.15 -0.77 0.47
H21 -4.46 -1.94 0.47
H22 -3.69 -1.49 -1.04
H23 -2.55 -5.03 -0.22
H24 -3.39 -4.04 -1.41
H25 -4.12 -4.34 0.16
H26 0.01 -5.48 -0.64
H27 -0.62 -5.27 0.99
H28 1.08 -5.63 0.75
H29 1.88 -3.84 -1.46
H30 2.70 -3.92 0.09
H31 2.21 -2.36 -0.55
H32 0.03 -3.24 2.42
H33 1.17 -2.05 1.80
H34 1.71 -3.69 2.14
C23 2.68 4.51 -1.82
C24 1.20 4.83 -1.66
C25 0.97 6.33 -1.77
O1 0.82 4.40 -0.32
B1 0.26 3.16 -0.45
O2 0.05 2.78 -1.75
C26 0.28 3.97 -2.57
C27 -1.08 4.60 -2.82
C28 0.91 3.53 -3.88
H35 3.23 4.98 -1.01
H36 3.07 4.88 -2.77
H37 2.86 3.43 -1.77
H38 1.65 6.85 -1.10
H39 -0.04 6.60 -1.50
H40 1.17 6.67 -2.79
H41 -1.53 4.94 -1.89
H42 -1.74 3.85 -3.25
H43 -1.01 5.44 -3.51
H44 1.81 2.94 -3.72
H45 1.16 4.40 -4.49
H46 0.20 2.93 -4.44
F1 -2.81 2.45 1.15
B2 -1.61 2.93 1.51
F2 -1.58 4.02 2.26

The gap between HOMO and LUMO (spin up / spin down) comes out at 7.98 / 7.97 eV. For the electronic energy, the calculation gives -156217.8270 eV. Its HOMO energy (spin up / spin down) is -7.70 / -7.69 eV. Its energy above the lowest of the compared OMol25 structures with the same formula, charge and spin is 12.7 kcal per mole.

C28H46BrN3P2W | ωB97M-V/def2-TZVPD

Atoms and positions in Å:
N1 1.83 -5.12 4.57
C1 1.76 -3.81 4.82
C2 1.40 -2.87 3.85
C3 1.01 -3.34 2.58
C4 1.21 -4.71 2.29
C5 1.59 -5.57 3.34
C6 0.22 -2.51 1.66
W1 -0.15 -1.22 0.12
P1 -1.71 -0.46 -1.34
C7 -0.64 -3.14 0.57
C8 -2.08 -3.25 0.87
C9 -2.95 -3.82 -0.09
C10 -4.31 -3.63 0.05
C11 -4.79 -2.81 1.09
C12 -3.94 -2.36 2.11
C13 -2.58 -2.64 2.02
Br1 -6.61 -2.56 1.28
H1 -0.19 -1.51 2.09
H2 -0.19 -3.92 -0.04
H3 1.35 -1.81 4.10
H4 1.00 -5.14 1.31
H5 1.97 -3.50 5.86
H6 1.67 -6.64 3.16
H7 -2.52 -4.36 -0.93
H8 -1.90 -2.32 2.81
H9 -5.01 -4.09 -0.63
H10 -4.33 -1.81 2.96
P2 1.61 -1.66 -1.32
C14 -3.16 0.14 -0.41
C15 -4.48 0.24 -1.20
H11 -2.89 1.11 0.03
H12 -3.31 -0.53 0.45
H13 -5.22 0.76 -0.58
H14 -4.37 0.80 -2.13
H15 -4.89 -0.75 -1.43
C16 -2.27 -1.70 -2.57
C17 -2.66 -1.16 -3.95
H16 -3.10 -2.25 -2.11
H17 -1.46 -2.44 -2.68
H18 -2.93 -2.00 -4.60
H19 -3.53 -0.49 -3.90
H20 -1.84 -0.62 -4.44
C18 -1.03 0.97 -2.27
C19 -2.03 2.01 -2.82
H21 -0.42 0.57 -3.10
H22 -0.31 1.49 -1.61
H23 -1.46 2.85 -3.23
H24 -2.64 1.61 -3.63
H25 -2.68 2.40 -2.04
C20 2.34 -0.11 -1.96
C21 3.52 -0.39 -2.89
H26 2.64 0.52 -1.11
H27 1.55 0.45 -2.49
H28 4.34 -0.90 -2.36
H29 3.23 -1.00 -3.75
H30 3.91 0.55 -3.29
C22 1.19 -2.60 -2.86
C23 0.92 -4.08 -2.63
H31 2.03 -2.47 -3.56
H32 0.33 -2.10 -3.32
H33 1.81 -4.59 -2.25
H34 0.09 -4.27 -1.94
H35 0.64 -4.55 -3.59
C24 2.99 -2.60 -0.55
C25 3.70 -1.90 0.61
H36 3.69 -2.83 -1.36
H37 2.56 -3.55 -0.21
H38 3.55 -2.44 1.55
H39 4.79 -1.88 0.43
H40 3.37 -0.86 0.78
C26 -0.19 3.59 2.17
N2 0.81 2.89 1.34
C27 1.97 3.66 0.87
C28 0.75 1.62 1.16
N3 0.48 0.54 0.73
H41 0.14 4.62 2.28
H42 -0.27 3.11 3.16
H43 -1.18 3.58 1.70
H44 2.90 3.23 1.26
H45 2.03 3.67 -0.22
H46 1.85 4.68 1.24

The charge is +4. The gap between HOMO and LUMO (spin up / spin down) comes out at 4.93 / 4.52 eV. For the electronic energy, the calculation gives -124651.8707 eV. Its HOMO energy (spin up / spin down) is -19.46 / -19.38 eV. Its energy above the lowest of the compared OMol25 structures with the same formula, charge and spin is 13.8 kcal per mole. Its spin multiplicity is 3.

C28H46FN3ORhSSb | ωB97M-V/def2-TZVPD

Atoms and positions in Å:
Rh1 0.20 -0.89 -0.40
F1 0.17 -2.03 5.55
C1 0.16 -1.90 4.23
C2 -1.05 -1.64 3.61
C3 -1.06 -1.51 2.23
C4 0.14 -1.60 1.50
C5 1.34 -1.93 2.17
C6 1.36 -2.05 3.54
H1 -1.95 -1.56 4.20
H2 -2.00 -1.35 1.72
H3 2.26 -2.06 1.61
H4 2.26 -2.27 4.09
C7 5.01 -1.11 -3.23
N1 4.03 -1.40 -2.18
C8 4.53 -1.92 -0.91
C9 2.75 -1.24 -2.42
O1 1.83 -1.51 -1.61
H5 5.97 -0.92 -2.75
H6 4.72 -0.23 -3.79
H7 5.11 -1.97 -3.90
H8 5.13 -2.81 -1.10
H9 3.69 -2.18 -0.27
H10 5.14 -1.17 -0.43
H11 2.52 -0.86 -3.42
C10 1.12 2.05 -3.22
C11 -0.10 2.60 -2.48
C12 -0.09 4.12 -2.53
C13 -1.38 2.06 -3.12
Sb1 -0.04 1.80 -0.45
C14 1.81 2.39 0.56
C15 2.13 3.86 0.33
C16 1.69 2.10 2.05
C17 2.91 1.50 -0.02
C18 -1.85 2.42 0.62
C19 -2.97 1.50 0.15
C20 -2.18 3.88 0.31
C21 -1.65 2.24 2.12
H12 1.05 2.33 -4.27
H13 1.16 0.96 -3.17
H14 2.05 2.46 -2.84
H15 -0.07 4.43 -3.58
H16 0.78 4.56 -2.06
H17 -0.98 4.57 -2.09
H18 -1.36 2.30 -4.19
H19 -2.27 2.52 -2.71
H20 -1.48 0.97 -3.03
H21 1.33 4.53 0.65
H22 2.37 4.08 -0.71
H23 3.02 4.12 0.92
H24 1.06 2.81 2.57
H25 2.69 2.18 2.49
H26 1.33 1.09 2.27
H27 3.08 1.66 -1.09
H28 2.72 0.44 0.14
H29 3.85 1.74 0.49
H30 -3.21 1.61 -0.90
H31 -3.88 1.74 0.72
H32 -2.75 0.45 0.34
H33 -2.51 4.01 -0.71
H34 -1.36 4.56 0.51
H35 -3.01 4.18 0.96
H36 -1.25 1.26 2.39
H37 -2.62 2.35 2.61
H38 -1.00 3.01 2.54
N2 -1.12 -3.87 -2.60
C22 -1.71 -3.33 -1.54
S1 -1.80 -1.59 -1.43
N3 -2.17 -4.13 -0.59
C23 -2.86 -3.81 0.64
C24 -2.49 -4.54 1.76
C25 -3.13 -4.30 2.97
C26 -4.13 -3.35 3.05
C27 -4.52 -2.65 1.91
C28 -3.89 -2.88 0.69
H39 -0.80 -3.26 -3.34
H40 -1.10 -4.86 -2.76
H41 -1.95 -5.12 -0.68
H42 -1.70 -5.28 1.69
H43 -2.84 -4.87 3.84
H44 -4.64 -3.18 3.99
H45 -5.33 -1.94 1.96
H46 -4.23 -2.37 -0.19

The charge is +2. The gap between HOMO and LUMO (spin up / spin down) comes out at 8.40 / 6.14 eV. For the electronic energy, the calculation gives -59382.8211 eV. Its HOMO energy (spin up / spin down) is -13.10 / -14.14 eV. Its spin multiplicity is 5.

C28H46GaNOP2 | ωB97M-V/def2-TZVPD

Atoms and positions in Å:
Ga1 -0.14 0.25 -0.77
C1 -4.21 -2.08 0.30
C2 -2.83 -2.71 0.37
C3 -2.33 -2.84 1.80
P1 -1.57 -1.84 -0.75
C4 -2.12 -2.01 -2.52
C5 -2.94 -0.78 -2.88
C6 -0.88 -2.11 -3.40
C7 -0.12 -2.88 -0.46
C8 -0.16 -4.23 -0.78
C9 0.85 -5.08 -0.35
C10 1.83 -4.59 0.49
C11 1.89 -3.24 0.80
C12 0.98 -2.33 0.25
N1 1.02 -0.95 0.41
C13 2.09 -0.28 0.96
C14 3.43 -0.68 0.89
C15 4.42 0.07 1.48
C16 4.12 1.27 2.12
C17 2.83 1.75 2.11
C18 1.81 0.99 1.54
P2 0.14 1.58 1.30
C19 0.07 3.43 1.41
C20 -0.06 3.95 2.84
C21 -1.07 3.94 0.53
C22 -1.01 0.63 2.42
C23 -0.60 0.69 3.88
C24 -2.45 1.06 2.17
H1 -4.89 -2.66 0.92
H2 -4.21 -1.06 0.68
H3 -4.61 -2.09 -0.71
H4 -2.85 -3.71 -0.09
H5 -2.46 -1.91 2.35
H6 -2.92 -3.59 2.31
H7 -1.29 -3.15 1.85
H8 -2.73 -2.91 -2.61
H9 -2.29 0.11 -2.90
H10 -3.38 -0.89 -3.87
H11 -3.75 -0.59 -2.18
H12 -0.20 -1.28 -3.19
H13 -0.35 -3.05 -3.26
H14 -1.17 -2.04 -4.45
H15 -0.99 -4.62 -1.35
H16 0.84 -6.12 -0.63
H17 2.56 -5.25 0.92
H18 2.62 -2.90 1.52
H19 3.70 -1.56 0.33
H20 5.44 -0.26 1.44
H21 4.90 1.85 2.59
H22 2.61 2.71 2.55
H23 1.03 3.75 0.99
H24 -1.05 3.76 3.25
H25 0.68 3.51 3.50
H26 0.08 5.03 2.84
H27 -2.04 3.74 0.99
H28 -0.99 5.02 0.40
H29 -1.05 3.47 -0.45
H30 -0.88 -0.41 2.06
H31 -0.80 1.67 4.31
H32 -1.17 -0.04 4.45
H33 0.46 0.46 4.01
H34 -2.62 2.06 2.56
H35 -2.68 1.04 1.10
H36 -3.13 0.40 2.69
C25 3.67 1.49 -3.05
C26 2.76 1.24 -1.87
O1 1.35 1.45 -2.12
C27 1.01 2.73 -2.68
C28 -0.40 2.64 -3.24
H37 4.61 0.98 -2.87
H38 3.90 2.54 -3.19
H39 3.25 1.10 -3.97
H40 3.06 1.86 -1.01
H41 2.83 0.19 -1.58
H42 1.71 2.96 -3.49
H43 1.09 3.51 -1.90
H44 -0.43 1.92 -4.05
H45 -0.71 3.61 -3.62
H46 -1.09 2.32 -2.45

The charge is +2. The gap between HOMO and LUMO comes out at 5.59 eV. For the electronic energy, the calculation gives -104260.5263 eV. Its HOMO energy is -13.24 eV.

C28H47Br2Cl23N2O5P | ωB97M-V/def2-TZVPD

Atoms and positions in Å:
O1 0.62 -0.01 3.16
C1 1.14 -0.04 2.09
Cl1 2.80 -0.74 1.98
C2 0.56 0.51 0.79
C3 -0.54 -0.36 0.13
Br1 -1.35 -1.71 1.31
C4 -1.69 0.54 -0.43
C5 -1.27 1.22 -1.77
C6 -2.39 2.21 -2.19
C7 -1.89 3.66 -2.37
C8 -0.57 3.67 -3.19
N1 -0.25 4.94 -3.84
C9 0.71 4.70 -4.94
C10 1.93 3.92 -4.41
C11 2.50 4.40 -3.24
C12 3.57 3.76 -2.64
C13 4.06 2.60 -3.24
C14 3.51 2.13 -4.40
C15 2.43 2.78 -5.00
O2 1.85 2.28 -6.15
N2 -0.98 0.18 -2.84
Br2 0.64 0.59 -3.78
C16 -0.86 -1.20 -2.28
P1 -0.15 -2.48 -3.46
O3 -0.73 -3.75 -3.01
O4 1.43 -2.59 -3.31
O5 -0.61 -2.26 -4.99
C17 0.09 -1.18 -1.07
H1 1.41 0.71 0.13
H2 0.13 1.50 1.04
H3 -1.81 1.37 0.27
H4 -2.62 -0.06 -0.52
H5 -0.30 1.69 -1.56
H6 -2.88 1.91 -3.14
H7 -3.16 2.20 -1.40
H8 -1.63 4.09 -1.38
H9 -2.66 4.33 -2.78
H10 0.21 3.38 -2.49
H11 -0.72 2.91 -4.00
H12 -1.07 5.28 -4.32
H13 1.09 5.66 -5.32
H14 0.24 4.12 -5.76
H15 2.09 5.30 -2.78
H16 3.97 4.16 -1.71
H17 4.88 2.07 -2.77
H18 3.88 1.21 -4.88
H19 2.54 1.79 -6.62
H20 -1.73 0.20 -3.53
H21 -1.85 -1.59 -2.03
H22 1.61 -3.51 -3.04
H23 -0.96 -1.38 -5.18
H24 0.24 -2.22 -0.78
H25 1.08 -0.77 -1.29
C18 -0.59 0.63 5.97
Cl2 -1.99 -0.42 6.21
Cl3 -0.95 2.31 6.38
H26 0.22 0.28 6.60
H27 -0.30 0.59 4.93
C19 -4.22 3.92 6.99
Cl4 -4.41 5.43 7.90
Cl5 -4.91 4.06 5.37
H28 -3.17 3.69 6.91
H29 -4.74 3.13 7.53
C20 0.47 -6.69 -4.01
Cl6 0.40 -8.44 -3.84
Cl7 1.92 -6.02 -3.23
H30 0.50 -6.44 -5.07
H31 -0.40 -6.25 -3.55
C21 3.48 -2.82 -6.46
Cl8 4.25 -3.76 -7.73
Cl9 4.17 -1.19 -6.35
H32 2.42 -2.74 -6.68
H33 3.63 -3.33 -5.51
C22 -3.54 -3.47 7.65
Cl10 -5.25 -3.84 7.85
Cl11 -2.54 -4.93 7.72
H34 -3.39 -3.00 6.68
H35 -3.22 -2.80 8.44
C23 -0.73 -7.84 6.76
Cl12 -0.80 -9.59 6.91
Cl13 0.70 -7.17 7.56
H36 -0.69 -7.58 5.71
H37 -1.62 -7.41 7.21
C24 -3.29 4.27 -6.48
Cl14 -3.55 5.74 -5.53
Cl15 -3.84 2.84 -5.59
H38 -3.84 4.34 -7.41
H39 -2.23 4.16 -6.67
C25 -5.10 1.17 0.90
Cl16 -4.35 2.66 0.34
Cl17 -4.75 -0.17 -0.21
H40 -4.71 0.93 1.88
H41 -6.18 1.30 0.95
C26 4.59 2.16 3.01
Cl18 6.25 1.58 2.83
Cl19 4.34 3.69 2.16
H42 3.91 1.42 2.60
H43 4.39 2.31 4.07
C27 -0.86 -4.08 11.40
Cl20 -0.64 -5.49 10.35
Cl21 -1.53 -2.70 10.52
H44 -1.53 -4.35 12.20
H45 0.11 -3.79 11.80
C28 6.36 -1.69 0.34
Cl22 6.55 -3.08 -0.73
Cl23 5.60 -0.32 -0.49
H46 5.74 -1.98 1.18
H47 7.34 -1.38 0.69

The charge is +1. The gap between HOMO and LUMO comes out at 6.74 eV. For the electronic energy, the calculation gives -480400.2687 eV. Its HOMO energy is -11.50 eV. Its energy above the lowest of the compared OMol25 structures with the same formula, charge and spin is 0.0 kcal per mole.